Formula: C4H7P
Source: the OMol25 dataset
Level of theory: ωB97M-V with the def2-TZVPD basis set

Calculated values
Gap between HOMO and LUMO (spin up / spin down), eV: 7.617 / 7.937
Energy above the lowest of the compared OMol25 structures with the same formula, charge and spin, kcal/mol: 73.7
E_HOMO (spin up / spin down), eV: -8.07 / -7.68
SMILES string: C=C/P=C/C

Geometry as XYZ:
```
12
Properties=species:S:1:pos:R:3:forces:R:3
C -2.95324 0.06679 -0.10066 -1.17 4.84 1.27
C -1.71054 0.43948 0.08454 0.92 -0.93 -0.55
C 1.30144 0.18857 -0.14163 -6.83 -0.82 0.22
C 2.52738 -0.52723 0.00345 -0.15 -1.61 1.53
P -0.52515 -0.75279 -0.39548 5.18 1.18 0.41
H -3.73257 0.84829 0.02555 0.23 -1.00 0.09
H -3.17769 -0.84652 -0.40109 -1.31 -3.99 -1.48
H -1.49932 1.38538 0.44389 0.57 1.87 0.57
H 1.18881 1.19704 0.27981 0.13 -0.30 -0.44
H 2.39068 -1.54971 0.47365 0.39 1.07 -0.86
H 3.05544 -0.52637 -0.89108 1.06 -0.72 -1.94
H 3.13476 0.07706 0.61906 0.99 0.39 1.17
```
Positions in Å, forces in eV/Å.

Formula: C4H8
Source: the OMol25 dataset
Level of theory: ωB97M-V with the def2-TZVPD basis set

Calculated values
Gap between HOMO and LUMO, eV: 11.695
Energy above the lowest of the compared OMol25 structures with the same formula, charge and spin, kcal/mol: 27.3
E_HOMO, eV: -10.38
SMILES string: CC1CC1

Geometry as XYZ:
```
12
Properties=species:S:1:pos:R:3:forces:R:3
C 0.48485 1.23602 0.61465 0.12 -0.45 -0.53
C -0.47727 -0.00663 0.38996 1.30 1.90 0.45
C 0.18773 -1.28163 -0.05828 0.27 0.15 0.10
C -0.68715 -0.51104 -1.01714 0.09 0.31 -0.09
H -0.03409 2.17791 0.89374 -0.13 -0.70 -0.38
H 1.04841 1.43631 -0.29339 0.37 0.10 0.00
H 1.17203 1.04921 1.45812 -0.15 -0.18 -0.44
H -1.09537 0.32649 1.20106 -1.71 -1.87 0.10
H -0.10001 -2.31210 0.15918 -0.25 0.53 0.36
H 1.26106 -1.16974 -0.15744 0.05 -0.11 -0.13
H -1.55300 -1.04390 -1.41805 -0.04 0.40 0.63
H -0.20720 0.09912 -1.77241 0.09 -0.08 -0.09
```
Positions in Å, forces in eV/Å.

Formula: C4H8
Source: the OMol25 dataset
Level of theory: ωB97M-V with the def2-TZVPD basis set

Calculated values
Gap between HOMO and LUMO, eV: 11.201
Energy above the lowest of the compared OMol25 structures with the same formula, charge and spin, kcal/mol: 37.6
E_HOMO, eV: -9.88
SMILES string: C=C.C=C

Geometry as XYZ:
```
12
Properties=species:S:1:pos:R:3:forces:R:3
C 1.49717 0.81607 0.50201 0.32 -0.15 0.79
C 1.48591 1.19475 -0.76439 -0.04 -0.16 0.56
H 0.80220 1.17008 1.24693 -0.22 0.58 -0.14
H 2.20897 0.14686 0.97966 0.04 -0.34 -0.65
H 0.81354 1.99799 -1.03608 -0.09 -0.24 -0.46
H 2.12268 0.70422 -1.48860 0.11 0.38 -0.13
C -1.24562 -1.02325 0.73018 -0.68 -0.69 -0.17
C -1.66337 -1.00681 -0.52323 -0.29 0.92 -0.71
H -0.22639 -1.12712 1.04564 0.37 0.41 -0.08
H -2.00630 -1.08237 1.49065 -0.01 -0.18 0.37
H -1.06905 -0.77258 -1.40167 0.52 -0.53 0.25
H -2.71973 -1.01783 -0.78110 -0.02 -0.01 0.38
```
Positions in Å, forces in eV/Å.

Formula: C4H8AlFO7P
Source: the OMol25 dataset
Level of theory: ωB97M-V with the def2-TZVPD basis set

Calculated values
Gap between HOMO and LUMO, eV: 3.400
Energy above the lowest of the compared OMol25 structures with the same formula, charge and spin, kcal/mol: 12.7
Charge: -1
E_HOMO, eV: -4.83

Geometry as XYZ:
```
22
Properties=species:S:1:pos:R:3:forces:R:3
Al -2.80001 1.96867 0.83446 -0.33 1.02 -1.42
P -1.50795 2.49925 3.63386 0.56 0.41 0.36
O -0.88162 1.31705 2.86280 -0.33 -0.16 0.21
O -0.94528 2.85189 4.95455 0.11 -0.06 -0.17
O -2.99451 2.06099 3.61356 0.09 -0.01 -0.35
O -1.57986 3.61924 2.55914 -0.46 -0.28 0.13
F -3.37062 3.54574 -1.29885 0.35 -0.93 1.28
C 1.75877 -1.07424 -3.73085 -1.49 -0.23 -0.03
C 1.56449 -1.29226 -2.23586 0.96 -0.57 -0.66
O 0.49428 -0.46001 -1.80249 0.76 0.09 0.37
C 0.13187 -0.51762 -0.50974 -1.16 -0.15 -0.90
O -0.69224 0.23086 -0.08210 0.03 0.47 0.43
O 0.62924 -1.56663 0.12412 0.71 -0.76 0.16
C 0.33581 -1.64640 1.51938 -0.24 0.54 0.71
H 1.66982 -0.02678 -4.01509 0.39 0.10 0.22
H 0.88843 -1.54790 -4.19704 0.22 -0.03 -0.33
H 2.66122 -1.52628 -4.13154 0.11 0.02 0.17
H 2.52976 -1.12169 -1.74840 -0.37 0.49 0.50
H 1.31746 -2.33471 -2.02947 -0.05 0.00 -0.10
H 0.58845 -2.62025 1.92860 0.29 -0.17 -0.56
H -0.71979 -1.47514 1.72181 0.02 0.20 -0.18
H 0.92225 -0.88379 2.02914 -0.16 0.03 0.14
```
Positions in Å, forces in eV/Å.

Formula: C4H8BN
Source: the OMol25 dataset
Level of theory: ωB97M-V with the def2-TZVPD basis set

Calculated values
Gap between HOMO and LUMO, eV: 10.037
Energy above the lowest of the compared OMol25 structures with the same formula, charge and spin, kcal/mol: 47.6
E_HOMO, eV: -11.08
SMILES string: CC(C)BC#N

Geometry as XYZ:
```
14
Properties=species:S:1:pos:R:3:forces:R:3
B -1.47947 1.00699 1.01616 1.72 2.65 0.31
C -2.21237 0.43625 2.22863 -0.63 -0.24 0.01
C -0.17551 -0.47099 -0.91233 0.84 1.19 -0.98
C 1.09780 0.82644 0.70784 -1.28 0.25 1.82
C -0.26033 0.09109 0.48054 -0.03 1.30 -0.17
N -2.68735 -0.03506 3.16702 0.02 0.08 -0.05
H -1.53202 2.38099 0.97280 -0.11 -2.88 -0.46
H -0.21883 0.38939 -1.65351 -0.27 -1.24 0.59
H -0.85264 -1.28095 -1.12741 -0.32 -0.08 -0.29
H 0.86819 -0.82333 -0.95187 -0.47 -0.36 -0.50
H 1.32729 1.53822 -0.03637 -0.19 0.97 -1.13
H 0.91812 1.42015 1.64442 1.21 -0.63 -0.46
H 1.96854 0.14689 0.68318 -0.58 0.07 0.71
H -0.27753 -0.70411 1.18265 0.10 -1.10 0.59
```
Positions in Å, forces in eV/Å.

Formula: C4H8BiO3
Source: the OMol25 dataset
Level of theory: ωB97M-V with the def2-TZVPD basis set

Calculated values
Gap between HOMO and LUMO (spin up / spin down), eV: 5.599 / 5.478
Energy above the lowest of the compared OMol25 structures with the same formula, charge and spin, kcal/mol: 130.5
Spin multiplicity: 2
Charge: +2
E_HOMO (spin up / spin down), eV: -16.04 / -15.91

Geometry as XYZ:
```
16
Properties=species:S:1:pos:R:3:forces:R:3
O 0.86224 -1.27235 -1.92340 -1.46 -0.60 -1.66
C 0.92755 -0.49604 -0.92150 5.48 -1.38 -0.79
Bi -0.77358 1.17268 1.04152 1.36 0.91 0.22
O 0.02769 0.22118 -0.53224 -0.81 -1.25 -2.84
C 2.08971 -1.78374 -2.55757 -1.55 -0.29 0.21
H 1.98180 -2.87230 -2.50726 0.25 0.33 -0.20
H 2.05314 -1.40140 -3.58329 0.10 -0.23 0.31
C 3.30263 -1.28125 -1.80102 0.26 0.69 0.93
H 3.43213 -0.29832 -2.29047 0.58 0.20 0.48
H 4.14392 -0.79880 -1.09355 -1.05 -0.74 -1.04
O -1.99562 1.80922 2.27813 -2.80 1.05 2.38
C -2.10235 2.59993 3.41045 -1.16 1.66 2.70
H -1.54292 2.18056 4.27045 -0.20 -0.03 -0.58
H -1.72222 3.62737 3.24778 -0.11 -0.55 -0.22
H -3.15718 2.69418 3.73059 0.51 -0.15 -0.29
H 3.38167 -2.07366 -1.03393 0.59 0.37 0.37
```
Positions in Å, forces in eV/Å.

Formula: C4H8BrN
Source: the OMol25 dataset
Level of theory: ωB97M-V with the def2-TZVPD basis set

Calculated values
Gap between HOMO and LUMO, eV: 10.122
Energy above the lowest of the compared OMol25 structures with the same formula, charge and spin, kcal/mol: 59.8
E_HOMO, eV: -9.31
SMILES string: CC(C)/C=N\Br

Geometry as XYZ:
```
14
Properties=species:S:1:pos:R:3:forces:R:3
C 1.80262 0.58034 -0.58131 1.01 -0.75 -0.14
C 0.45709 -0.10818 0.34442 3.41 0.87 -3.55
C -0.10832 -1.24954 -0.50485 -0.48 2.36 -2.29
C -0.52265 0.98015 0.66088 5.49 0.33 4.67
N 3.09292 0.68546 -0.86931 -3.56 -0.19 1.16
Br 4.40479 0.00899 0.27462 -0.11 -0.40 0.45
H 1.32398 1.09133 -1.39440 -0.61 0.39 -0.57
H 0.86736 -0.42778 1.23504 0.92 -1.01 1.83
H 0.38936 -2.19672 -0.40700 -0.08 -0.33 0.11
H -0.17278 -0.93147 -1.64161 0.68 -0.63 2.01
H -1.16699 -1.19883 -0.29771 -0.46 -1.03 0.47
H 0.14826 1.87587 1.08918 -1.66 -1.79 -0.57
H -0.99376 0.49378 1.49682 -1.47 0.68 0.11
H -0.97544 1.36920 -0.11578 -3.10 1.49 -3.69
```
Positions in Å, forces in eV/Å.

Formula: C4H8BrN
Source: the OMol25 dataset
Level of theory: ωB97M-V with the def2-TZVPD basis set

Calculated values
Gap between HOMO and LUMO, eV: 7.554
Energy above the lowest of the compared OMol25 structures with the same formula, charge and spin, kcal/mol: 34.8
E_HOMO, eV: -9.26

Geometry as XYZ:
```
14
Properties=species:S:1:pos:R:3:forces:R:3
C -0.62733 -1.12223 -0.36118 0.28 -0.31 -0.95
C -0.27573 1.35160 -0.84232 -1.38 1.79 1.86
C 0.66636 0.30013 1.32810 0.99 -2.97 0.01
C 0.11772 0.14019 -0.03495 0.46 -1.26 -1.83
N -0.87480 -1.97491 0.54491 -1.29 -0.03 -0.18
Br 2.36606 -0.65588 -1.34299 -1.59 0.55 0.83
H -0.93074 -1.26434 -1.43705 0.12 0.45 1.02
H -1.39386 1.33843 -1.12778 1.39 -0.26 0.84
H 0.16843 1.48947 -1.84458 0.47 0.06 0.96
H -0.13003 2.22478 -0.00852 -0.22 -1.48 -2.80
H 1.28222 1.15656 1.31695 0.70 0.99 0.36
H -0.11429 0.34791 2.11188 0.25 -0.06 -0.50
H 1.33469 -0.65944 1.48451 -1.43 1.99 0.15
H -1.58871 -2.67228 0.21300 1.27 0.52 0.21
```
Positions in Å, forces in eV/Å.

Formula: C4H8BrN2
Source: the OMol25 dataset
Level of theory: ωB97M-V with the def2-TZVPD basis set

Calculated values
Gap between HOMO and LUMO (spin up / spin down), eV: 7.692 / 7.663
Energy above the lowest of the compared OMol25 structures with the same formula, charge and spin, kcal/mol: 55.2
Spin multiplicity: 3
Charge: +1
E_HOMO (spin up / spin down), eV: -11.45 / -14.43

Geometry as XYZ:
```
15
Properties=species:S:1:pos:R:3:forces:R:3
C 1.47633 -0.94602 0.36878 2.08 -0.43 0.27
C 0.04074 0.67421 0.86486 0.66 -3.76 -0.85
C -0.26904 0.21717 -0.57825 0.09 -0.56 2.00
C -1.76090 -0.22660 -0.67029 1.70 2.95 1.66
N 0.70650 -0.86346 -0.68173 0.15 -1.18 -3.87
N 1.06451 -0.16051 1.33468 -1.11 1.80 0.17
Br 0.12383 1.52488 -2.06229 -0.02 0.04 0.48
H 2.48901 -1.31608 0.56256 -0.58 -0.89 -1.03
H 0.35202 2.50331 0.80465 0.27 1.65 -0.20
H -0.68562 0.96130 1.57591 -0.60 0.93 0.46
H -1.83652 -1.13724 -0.10206 -0.60 0.12 1.05
H -1.95590 -0.53843 -1.64145 -0.76 0.18 -2.01
H -2.22579 0.79397 -0.30737 -0.21 -2.67 -0.83
H 0.86512 -1.34742 -1.67451 -0.18 1.36 3.16
H 1.61571 -0.13909 2.20652 -0.87 0.46 -0.46
```
Positions in Å, forces in eV/Å.

What is the energy above the lowest of the compared OMol25 structures with the same formula, charge and spin in the second record?
27.3 kcal/mol

The highest energy above the lowest of the compared OMol25 structures with the same formula, charge and spin belongs to which entry?
C4H8BiO3

Repeat the third record exactly.
Formula: C4H8
Source: the OMol25 dataset
Level of theory: ωB97M-V with the def2-TZVPD basis set

Calculated values
Gap between HOMO and LUMO, eV: 11.201
Energy above the lowest of the compared OMol25 structures with the same formula, charge and spin, kcal/mol: 37.6
E_HOMO, eV: -9.88
SMILES string: C=C.C=C

Geometry as XYZ:
```
12
Properties=species:S:1:pos:R:3:forces:R:3
C 1.49717 0.81607 0.50201 0.32 -0.15 0.79
C 1.48591 1.19475 -0.76439 -0.04 -0.16 0.56
H 0.80220 1.17008 1.24693 -0.22 0.58 -0.14
H 2.20897 0.14686 0.97966 0.04 -0.34 -0.65
H 0.81354 1.99799 -1.03608 -0.09 -0.24 -0.46
H 2.12268 0.70422 -1.48860 0.11 0.38 -0.13
C -1.24562 -1.02325 0.73018 -0.68 -0.69 -0.17
C -1.66337 -1.00681 -0.52323 -0.29 0.92 -0.71
H -0.22639 -1.12712 1.04564 0.37 0.41 -0.08
H -2.00630 -1.08237 1.49065 -0.01 -0.18 0.37
H -1.06905 -0.77258 -1.40167 0.52 -0.53 0.25
H -2.71973 -1.01783 -0.78110 -0.02 -0.01 0.38
```
Positions in Å, forces in eV/Å.